Version a
Density functional theory data (ωB97M-V with the def2-TZVPD basis set) for the molecule C6H10N2.

Structure (ORCA input):
```
! RIJCOSX wB97M-V def2-TZVPD def2/J DEFGRID3
* xyz 0 1
N -2.90 -0.07 -0.30
C -1.40 0.00 0.43
C -0.75 -1.26 0.01
C 0.57 -1.14 -0.42
C 1.54 0.08 -0.41
N 2.75 -0.27 0.35
C 0.60 1.25 -0.30
C -0.72 1.17 -0.05
H -3.28 0.76 0.09
H -3.28 -0.85 0.26
H -1.41 -0.04 1.51
H -1.17 -2.19 -0.20
H 0.96 -2.10 -0.71
H 2.15 0.25 -1.36
H 3.58 0.22 -0.01
H 2.79 -0.10 1.41
H 1.29 2.17 -0.23
H -1.33 2.10 -0.07
*
```

Its SMILES is N[C@H]1C=C[C@H](N)C=C1. For the HOMO-LUMO gap, the calculation gives 9.8192 eV.

Version b
Density functional theory data (ωB97M-V with the def2-TZVPD basis set) for the molecule C6H10N2.

Structure (ORCA input):
```
! RIJCOSX wB97M-V def2-TZVPD def2/J DEFGRID3
* xyz 0 1
C -0.09 -1.48 -1.18
C -0.14 -0.93 0.22
C -0.50 -1.84 1.34
C -0.75 0.50 0.63
N -0.93 1.56 -0.34
C 0.24 1.73 -0.86
N 1.29 1.01 -0.44
C 0.78 0.24 0.60
H -1.12 -1.41 -1.54
H 0.14 -2.50 -0.99
H 0.76 -1.29 -1.82
H -1.59 -1.87 1.29
H -0.32 -1.34 2.29
H -0.07 -2.86 1.37
H -1.38 0.38 1.46
H 0.37 2.46 -1.67
H 2.12 0.90 -0.99
H 1.31 0.21 1.56
*
```

Its SMILES is CC1(C)[C@@H]2N=CN[C@@H]21. For the HOMO-LUMO gap, the calculation gives 8.8015 eV.

Version c
Density functional theory data (ωB97M-V with the def2-TZVPD basis set) for a structure of composition C6H10N2.

Structure (ORCA input):
```
! RIJCOSX wB97M-V def2-TZVPD def2/J DEFGRID3
* xyz 0 1
C -1.28 0.25 -0.70
C 0.09 0.87 -0.58
C 0.83 0.03 0.55
C 1.41 0.34 1.90
C 0.11 -1.26 0.55
C -1.00 -1.11 -0.14
H -1.90 -0.92 -2.50
H -2.08 1.01 -2.39
H -2.09 0.72 -0.34
H 0.81 0.38 -1.35
H 0.22 1.86 -0.49
H 1.29 -0.48 2.69
H 1.09 1.29 2.32
H 2.56 0.94 0.36
H 0.66 -2.14 1.10
H -1.71 -1.99 0.24
N -1.32 0.19 -2.15
N 2.31 0.03 0.93
*
```

For the HOMO-LUMO gap, the calculation gives 9.5228 eV.

Version d
Density functional theory data (ωB97M-V with the def2-TZVPD basis set) for a structure of composition C6H10N2.

Structure (ORCA input):
```
! RIJCOSX wB97M-V def2-TZVPD def2/J DEFGRID3
* xyz 0 1
C 0.26 0.78 -0.55
C 1.67 0.84 -0.81
C -1.71 0.72 -0.22
C -0.53 -0.30 0.12
C -0.56 -1.72 -0.59
C -0.13 -0.30 1.63
N -0.70 1.56 -0.87
N 2.39 1.67 -0.23
H 1.99 0.14 -1.65
H -2.40 0.22 -0.84
H -2.09 1.37 0.65
H -0.61 -2.47 0.17
H 0.37 -1.80 -1.12
H -1.40 -1.75 -1.33
H -1.02 -0.28 2.29
H 0.37 0.75 1.74
H 0.58 -1.11 1.90
H 3.50 1.68 -0.31
*
```

For the HOMO-LUMO gap, the calculation gives 10.2414 eV.

Quick one: least stable of them? version c

Version a
Density functional theory data (ωB97M-V with the def2-TZVPD basis set) for the molecule C18H26N2O2.

Structure (ORCA input):
```
! RIJCOSX wB97M-V def2-TZVPD def2/J DEFGRID3
* xyz 0 1
C -4.36 5.86 3.53
C -3.65 4.85 2.64
O -3.96 3.68 2.59
N -2.63 5.41 1.93
C -1.76 4.82 1.01
C -0.80 5.63 0.40
C 0.07 5.08 -0.52
C 0.01 3.74 -0.85
C -0.95 2.93 -0.25
N -1.08 1.57 -0.52
C -0.40 0.80 -1.42
O 0.50 1.20 -2.12
C -0.85 -0.66 -1.44
C 0.32 -1.56 -1.05
C -0.06 -3.04 -1.16
C 1.07 -4.03 -0.86
C 2.21 -3.94 -1.87
C 3.24 -5.04 -1.61
C 3.79 -4.93 -0.19
C 2.65 -4.99 0.83
C 1.63 -3.89 0.55
C -1.83 3.47 0.68
H -3.65 6.30 4.23
H -5.15 5.36 4.08
H -4.79 6.65 2.92
H -2.48 6.40 2.07
H -0.75 6.68 0.65
H 0.81 5.71 -0.99
H 0.69 3.31 -1.57
H -1.81 1.11 0.01
H -1.70 -0.82 -0.78
H -1.14 -0.89 -2.47
H 0.62 -1.33 -0.02
H 1.16 -1.34 -1.70
H -0.89 -3.24 -0.47
H -0.43 -3.23 -2.17
H 0.63 -5.04 -0.95
H 1.82 -4.04 -2.89
H 2.70 -2.97 -1.79
H 4.05 -4.97 -2.33
H 2.77 -6.02 -1.74
H 4.50 -5.73 0.00
H 4.32 -3.98 -0.08
H 3.05 -4.88 1.84
H 2.16 -5.97 0.77
H 2.12 -2.92 0.66
H 0.82 -3.95 1.28
H -2.57 2.85 1.15
*
```

Its SMILES is CC(=O)Nc1cccc(NC(=O)CCCC2CCCCC2)c1. For the HOMO-LUMO gap, the calculation gives 9.0253 eV.

Version b
Density functional theory data (ωB97M-V with the def2-TZVPD basis set) for the molecule C18H26N2O2.

Structure (ORCA input):
```
! RIJCOSX wB97M-V def2-TZVPD def2/J DEFGRID3
* xyz 0 1
C 2.59 -1.18 2.33
C 3.80 -1.69 1.55
C 3.42 -2.65 0.43
C 2.80 -1.93 -0.77
N 1.91 -2.82 -1.51
C 2.64 -3.68 -2.41
C 0.87 -2.08 -2.22
C -0.02 -1.33 -1.26
C -0.70 -1.97 -0.27
C -0.67 -3.45 -0.10
N -1.48 -1.28 0.61
C -1.61 0.09 0.57
C -2.39 0.77 1.50
C -2.51 2.14 1.45
C -1.85 2.87 0.46
O -1.91 4.22 0.30
C -2.58 5.02 1.26
C -1.77 5.20 2.54
C -1.06 2.20 -0.46
C -0.93 0.81 -0.43
C -0.09 0.12 -1.42
O 0.52 0.73 -2.29
H 1.91 -0.64 1.68
H 2.90 -0.51 3.12
H 2.05 -2.01 2.77
H 4.47 -2.20 2.25
H 4.35 -0.84 1.13
H 4.31 -3.20 0.11
H 2.70 -3.38 0.81
H 3.58 -1.51 -1.41
H 2.19 -1.10 -0.41
H 1.95 -4.38 -2.89
H 3.37 -4.26 -1.84
H 3.17 -3.13 -3.20
H 1.29 -1.35 -2.93
H 0.27 -2.81 -2.78
H -1.37 -3.93 -0.79
H -0.94 -3.73 0.92
H 0.33 -3.81 -0.32
H -1.97 -1.78 1.33
H -2.91 0.21 2.26
H -3.13 2.63 2.18
H -3.58 4.61 1.48
H -2.71 5.98 0.76
H -0.80 5.64 2.30
H -1.61 4.25 3.04
H -2.30 5.86 3.22
H -0.54 2.74 -1.23
*
```

Its SMILES is CCCCN(C)Cc1c(C)[nH]c2ccc(OCC)cc2c1=O. For the HOMO-LUMO gap, the calculation gives 8.3541 eV.

Quick one: least stable of them? version b

Version a
Density functional theory data (ωB97M-V with the def2-TZVPD basis set) for a cluster of 2 separate species, C2H8NO in total.

Structure (ORCA input):
```
! RIJCOSX wB97M-V def2-TZVPD def2/J DEFGRID3
* xyz 1 1
N -1.35 -1.19 0.32
H -1.82 -0.34 -0.01
H -0.42 -0.80 0.55
H -1.75 -1.63 1.14
H -1.24 -1.81 -0.48
C 1.51 0.33 0.48
C 0.94 0.78 -0.63
O -0.35 1.24 -0.58
H 2.54 -0.01 0.49
H 0.93 0.48 1.38
H 1.47 0.87 -1.58
H -0.46 2.07 -1.07
*
```

For the HOMO-LUMO gap, the calculation gives 10.2203 eV.

Version b
Density functional theory data (ωB97M-V with the def2-TZVPD basis set) for a cluster of 2 separate species, C2H8NO in total.

Structure (ORCA input):
```
! RIJCOSX wB97M-V def2-TZVPD def2/J DEFGRID3
* xyz 1 1
N -0.50 0.79 2.52
H 0.40 0.70 3.01
H -1.17 0.18 2.98
H -0.69 1.79 2.59
H -0.33 0.49 1.53
O -0.01 -0.18 0.08
C -0.03 -0.72 -1.01
C 0.63 -0.20 -2.24
H -0.45 -1.73 -1.15
H 1.67 -0.53 -2.24
H 0.58 0.88 -2.23
H 0.05 -0.54 -3.09
*
```

For the HOMO-LUMO gap, the calculation gives 10.8127 eV.

Version c
Density functional theory data (ωB97M-V with the def2-TZVPD basis set) for a cluster of 2 separate species, C2H8NO in total.

Structure (ORCA input):
```
! RIJCOSX wB97M-V def2-TZVPD def2/J DEFGRID3
* xyz 1 1
C 0.99 -1.28 0.35
C 1.19 0.89 -0.66
N 0.51 0.06 -0.01
H 1.78 -1.57 -0.32
H 0.19 -2.02 0.30
H 1.29 -1.23 1.40
H 2.18 0.72 -1.05
H 0.79 1.89 -0.80
H -0.55 0.21 0.10
H -2.58 1.03 -0.30
H -2.72 -0.15 0.76
O -2.13 0.38 0.23
*
```

For the HOMO-LUMO gap, the calculation gives 12.3310 eV.

Quick one: least stable of them? version a

Version a
Density functional theory data (ωB97M-V with the def2-TZVPD basis set) for a cluster of 2 separate species, C2H8NO in total.

Structure (ORCA input):
```
! RIJCOSX wB97M-V def2-TZVPD def2/J DEFGRID3
* xyz 1 1
C -0.67 -0.78 -1.24
C -1.05 1.08 0.17
N -0.18 0.29 -0.35
H -0.44 -0.51 -2.28
H -0.12 -1.69 -1.02
H -1.74 -0.92 -1.15
H -2.04 1.12 -0.27
H -0.78 2.01 0.64
H 0.69 0.19 0.20
H 1.52 -0.40 2.25
H 2.87 -0.23 1.64
O 1.92 -0.16 1.41
*
```

For the HOMO-LUMO gap, the calculation gives 11.2593 eV.

Version b
Density functional theory data (ωB97M-V with the def2-TZVPD basis set) for a cluster of 2 separate species, C2H8NO in total.

Structure (ORCA input):
```
! RIJCOSX wB97M-V def2-TZVPD def2/J DEFGRID3
* xyz 1 1
N 1.04 -1.79 1.10
H 0.32 -2.51 1.17
H 0.63 -0.92 0.73
H 1.47 -1.69 2.01
H 1.71 -2.09 0.39
C -1.14 2.04 -1.03
C -0.51 1.20 -0.23
O -0.05 -0.08 -0.69
H -1.50 2.97 -0.61
H -1.29 1.84 -2.08
H -0.17 1.31 0.77
H -0.50 -0.27 -1.52
*
```

For the HOMO-LUMO gap, the calculation gives 9.3769 eV.

Version c
Density functional theory data (ωB97M-V with the def2-TZVPD basis set) for a cluster of 2 separate species, C2H8NO in total.

Structure (ORCA input):
```
! RIJCOSX wB97M-V def2-TZVPD def2/J DEFGRID3
* xyz 1 1
N -2.29 -1.12 -0.60
H -3.03 -0.58 -0.12
H -1.43 -1.13 0.00
H -2.64 -2.08 -1.00
H -1.77 -0.41 -1.29
C 2.12 0.60 0.80
C 1.21 0.62 -0.19
O -0.13 0.28 0.07
H 3.22 0.85 0.81
H 1.78 0.39 1.82
H 1.48 0.44 -1.20
H -0.51 0.78 0.85
*
```

For the HOMO-LUMO gap, the calculation gives 9.0275 eV.

Quick one: least stable of them? version c

Version a
Density functional theory data (ωB97M-V with the def2-TZVPD basis set) for the molecule C6H12N2O.

Structure (ORCA input):
```
! RIJCOSX wB97M-V def2-TZVPD def2/J DEFGRID3
* xyz 0 1
H 3.01 -0.64 0.74
N 2.98 -1.26 -0.10
C 1.76 -1.59 -0.34
N 0.61 -1.17 0.37
C 0.26 0.15 0.66
C 0.97 1.28 -0.05
C 0.00 2.47 -0.18
C -0.57 -0.71 -0.26
C -1.85 -1.41 0.14
O -2.96 -0.55 -0.25
H 1.50 -2.24 -1.18
H -0.06 0.29 1.70
H 1.29 0.77 -1.01
H 1.86 1.57 0.47
H -0.93 2.21 -0.64
H -0.25 2.83 0.81
H 0.40 3.35 -0.69
H -0.55 -0.49 -1.36
H -1.81 -1.49 1.22
H -1.90 -2.49 -0.25
H -3.75 -0.90 0.21
*
```

Its SMILES is [H]/N=C\N1[C@@H](CC)[C@@H]1CO. For the HOMO-LUMO gap, the calculation gives 10.0394 eV.

Version b
Density functional theory data (ωB97M-V with the def2-TZVPD basis set) for the molecule C6H12N2O.

Structure (ORCA input):
```
! RIJCOSX wB97M-V def2-TZVPD def2/J DEFGRID3
* xyz 0 1
C 1.59 -0.39 -1.13
C 0.73 -0.12 0.03
N -0.42 -0.50 0.43
C -1.14 -1.53 -0.33
C -1.81 -1.05 -1.60
O -2.44 0.24 -1.54
N 1.17 1.06 0.70
C 0.53 1.43 1.97
C 2.05 1.09 1.96
H 1.45 -1.51 -1.35
H 2.61 -0.14 -0.86
H 1.15 0.25 -1.91
H -0.52 -2.36 -0.57
H -1.90 -1.91 0.29
H -2.57 -1.79 -1.96
H -1.02 -0.90 -2.28
H -1.79 0.78 -1.14
H 0.24 2.43 2.08
H -0.19 0.65 2.34
H 2.41 0.08 2.34
H 2.74 2.04 2.01
*
```

Its SMILES is C/C(=N\CCO)N1CC1. For the HOMO-LUMO gap, the calculation gives 9.8937 eV.

Quick one: least stable of them? version b

Version a
Density functional theory data (ωB97M-V with the def2-TZVPD basis set) for the molecule C6H12N2O.

Structure (ORCA input):
```
! RIJCOSX wB97M-V def2-TZVPD def2/J DEFGRID3
* xyz 0 1
C 1.27 1.85 -0.92
N 0.30 1.62 -0.11
C 0.57 0.67 0.98
C -0.44 0.86 2.11
N 0.53 -0.67 0.40
O 0.82 -1.72 1.28
C -0.27 -0.87 -0.84
C 0.03 -1.92 -1.64
C -1.62 -0.23 -1.02
H 1.94 1.09 -1.35
H 1.42 2.85 -1.34
H 1.57 0.85 1.40
H -0.46 1.90 2.43
H -0.18 0.23 2.96
H -1.45 0.58 1.81
H 1.69 -2.02 0.97
H 0.92 -2.51 -1.48
H -0.69 -2.32 -2.34
H -2.33 -0.92 -1.50
H -2.07 0.08 -0.08
H -1.54 0.61 -1.72
*
```

Its SMILES is C=N[C@@H](C)N(O)C(=C)C. For the HOMO-LUMO gap, the calculation gives 8.6267 eV.

Version b
Density functional theory data (ωB97M-V with the def2-TZVPD basis set) for the molecule C6H12N2O.

Structure (ORCA input):
```
! RIJCOSX wB97M-V def2-TZVPD def2/J DEFGRID3
* xyz 0 1
N 3.35 -0.05 -0.11
C 2.07 -0.55 0.10
C 0.74 0.31 -0.58
C -0.08 1.50 0.34
O -1.66 1.27 0.24
C -1.69 0.30 -0.65
C -1.94 -1.21 -0.67
C -0.60 -0.65 -0.28
N -0.66 -0.84 1.29
H 3.73 -0.35 -1.18
H 3.30 1.01 0.01
H 1.62 -0.54 1.14
H 1.96 -1.55 -0.26
H 0.87 0.42 -1.59
H -0.07 1.37 1.61
H 0.20 2.58 0.02
H -1.65 0.49 -1.73
H -2.49 -1.52 -1.50
H -2.11 -1.65 0.45
H -1.36 -0.31 1.79
H -0.57 -1.98 1.62
*
```

Its SMILES is NC[C@@H]1CO[C@@H]2C[C@@]12N. For the HOMO-LUMO gap, the calculation gives 8.9848 eV.

Version c
Density functional theory data (ωB97M-V with the def2-TZVPD basis set) for the molecule C6H12N2O.

Structure (ORCA input):
```
! RIJCOSX wB97M-V def2-TZVPD def2/J DEFGRID3
* xyz 0 1
C -0.95 0.99 0.37
C -2.00 1.65 -0.45
C 1.85 -1.45 0.18
C 0.22 -1.04 2.17
C 0.51 0.63 -1.19
C 0.62 -0.83 0.75
N -0.16 0.25 -2.33
N -0.09 -0.01 -0.01
O 1.57 1.21 -1.19
H -1.03 1.13 1.44
H -0.85 -0.48 -2.29
H 0.31 0.45 -3.20
H -2.88 1.02 -0.63
H -1.62 2.04 -1.40
H -2.37 2.54 0.07
H -0.85 -1.25 2.25
H 1.65 -1.96 -0.77
H 2.62 -0.69 -0.01
H 2.26 -2.18 0.88
H 0.77 -1.87 2.61
H 0.41 -0.14 2.77
*
```

For the HOMO-LUMO gap (spin up / spin down), the calculation gives 7.1910 / 7.0248 eV.

Quick one: least stable of them? version b

Version a
Density functional theory data (ωB97M-V with the def2-TZVPD basis set) for a structure of composition C6H12N2O.

Structure (ORCA input):
```
! RIJCOSX wB97M-V def2-TZVPD def2/J DEFGRID3
* xyz 0 1
C -1.84 -1.36 0.67
C -1.31 -1.31 -0.73
C -0.92 1.83 0.03
C 0.61 1.71 0.04
C 0.71 0.20 -0.59
C 2.75 -0.55 -0.05
H -2.55 -2.18 0.56
H -1.11 -1.73 1.49
H -2.17 -0.37 1.22
H -0.66 -2.09 -0.69
H -2.06 -1.34 -1.52
H -1.15 1.59 1.07
H -1.10 2.76 -0.22
H 1.09 2.42 -0.76
H 1.15 1.63 1.15
H 2.55 0.53 0.31
H 2.77 -1.01 1.11
H 4.08 -0.84 -0.40
N -0.70 -0.07 -1.05
N 1.54 -0.78 -0.81
O -1.66 0.97 -0.82
*
```

For the HOMO-LUMO gap, the calculation gives 9.0001 eV.

Version b
Density functional theory data (ωB97M-V with the def2-TZVPD basis set) for the molecule C6H12N2O.

Structure (ORCA input):
```
! RIJCOSX wB97M-V def2-TZVPD def2/J DEFGRID3
* xyz 0 1
C -0.90 1.40 0.91
C -1.94 0.56 1.10
C 0.53 1.22 1.48
C 1.31 -0.10 1.10
C 1.99 -0.15 -0.25
C 0.28 -1.29 -1.69
N -1.90 -1.78 -2.44
N -0.97 -1.05 -1.94
O 1.05 -0.14 -1.32
H -3.01 0.97 0.74
H -1.93 -0.42 1.55
H 1.26 2.01 1.36
H 0.32 1.22 2.65
H 2.16 -0.10 1.86
H 0.67 -1.09 1.33
H 2.76 0.69 -0.30
H 2.50 -1.01 -0.34
H 0.84 -2.01 -2.17
H -1.05 2.30 0.36
H -2.82 -1.16 -2.50
H -1.13 -0.08 -1.47
*
```

For the HOMO-LUMO gap, the calculation gives 8.2482 eV.

Quick one: least stable of them? version a

Version a
Density functional theory data (ωB97M-V with the def2-TZVPD basis set) for the molecule C6H12N2O.

Structure (ORCA input):
```
! RIJCOSX wB97M-V def2-TZVPD def2/J DEFGRID3
* xyz 0 1
C 0.46 1.55 -0.81
C 0.34 0.51 0.29
N 0.53 1.14 1.57
C 1.12 -0.76 0.09
N 2.45 -0.96 0.31
C 0.06 -1.56 -0.19
C -0.99 -0.54 0.06
C -1.99 -0.25 -1.04
O -1.72 -0.66 1.27
H 0.49 1.08 -1.79
H 1.36 2.14 -0.65
H -0.39 2.24 -0.77
H -0.19 1.83 1.74
H 0.51 0.46 2.32
H 3.04 -0.15 0.21
H 2.84 -1.82 -0.05
H -0.02 -2.58 -0.54
H -1.50 -0.22 -2.01
H -2.75 -1.02 -1.05
H -2.48 0.71 -0.86
H -1.19 -1.16 1.89
*
```

Its SMILES is C[C@]1(N)C(N)=C[C@@]1(C)O. For the HOMO-LUMO gap, the calculation gives 9.2059 eV.

Version b
Density functional theory data (ωB97M-V with the def2-TZVPD basis set) for a structure of composition C6H12N2O.

Structure (ORCA input):
```
! RIJCOSX wB97M-V def2-TZVPD def2/J DEFGRID3
* xyz 0 1
C 0.80 0.21 -1.34
C 0.45 -1.24 -1.57
C 1.78 0.59 -0.40
N 0.06 1.12 -2.00
O -0.54 -1.28 -0.62
H 0.05 2.09 -1.71
H -0.75 0.80 -2.51
H 1.33 -1.88 -1.36
H 0.10 -1.41 -2.60
H 2.56 -0.13 -0.20
H 1.09 0.44 0.78
H 2.13 1.62 -0.43
C -0.58 -0.74 1.76
C -2.53 0.20 0.83
C 0.46 0.13 2.06
N -1.88 -0.36 1.76
H -0.43 -1.81 1.70
H -2.08 0.36 -0.15
H -3.57 0.47 1.01
H 0.20 1.12 2.41
H 1.33 -0.31 2.55
*
```

For the HOMO-LUMO gap (spin up / spin down), the calculation gives 8.6097 / 8.6091 eV.

Quick one: least stable of them? version b